No. 1
139
Properties=species:S:1:pos:R:3 method="wB97M-V/def2-TZVPD" lumo_ev=0.120 homo_lumo_gap_ev=5.8 relative_energy_kj_mol=132.5 largest_force_ev_per_a=0.69
I 4.02 1.13 1.43
Br 3.07 -3.55 1.91
K 0.96 -0.57 0.62
Cl -1.04 -1.69 3.02
S -0.81 1.68 -1.36
S -1.37 -1.02 -2.42
S -0.66 -3.41 -1.03
P -0.04 1.36 3.27
N -0.21 -2.96 0.27
N -0.96 -0.03 -1.34
N -0.05 2.03 -0.04
N -0.74 -2.42 -2.37
N 2.40 -1.53 3.65
C 0.55 -4.81 -3.16
C 1.26 5.37 5.15
C 0.34 -4.68 -1.80
C 4.57 -0.36 -1.20
C 5.32 -0.57 -2.40
C 0.37 -0.72 -4.46
C 0.23 2.86 -3.53
C -5.08 -2.27 -3.34
C -1.80 0.45 6.91
C 2.17 4.35 4.92
C 3.47 -1.19 -0.81
C -0.93 -0.47 -4.05
C 6.68 1.39 -1.99
C -0.08 5.18 4.83
C 1.75 3.16 4.35
C 1.24 3.24 -4.40
C -0.09 0.53 -6.46
C -5.29 -0.47 -1.73
C -3.14 -1.18 -2.49
C -3.70 -2.14 -3.31
C 3.68 -0.79 5.55
C -3.40 4.63 -1.13
C 4.46 -2.62 4.20
C 2.59 -0.73 4.70
C -0.73 2.79 1.02
C -3.18 -3.62 -0.09
C 5.98 1.62 -0.78
C -2.90 6.73 0.02
C -0.96 0.52 4.63
C 4.63 -1.78 5.28
C -1.32 -0.83 4.50
C 1.85 -6.48 -1.35
C 0.99 -5.50 -0.88
C 1.75 1.34 -2.41
C 0.41 2.96 4.04
C -2.58 4.67 1.30
C 0.49 1.92 -2.55
C 4.96 -1.66 -3.23
C 6.36 0.32 -2.77
C 2.50 2.69 -4.27
C 2.06 -6.63 -2.71
C -4.49 -4.08 -0.05
C 3.32 -2.45 3.42
C 2.76 1.74 -3.28
C -4.91 -5.04 -0.95
C -5.87 -1.43 -2.55
C -1.33 1.90 2.09
C 3.93 -2.48 -2.86
C -4.03 -5.56 -1.90
C 3.21 -2.24 -1.67
C -3.83 2.61 0.27
C -1.39 0.77 -6.03
C -3.25 5.96 -1.17
C -1.82 0.28 -4.81
C -1.91 -1.52 5.55
C 0.78 -0.21 -5.68
C -3.66 1.62 1.15
C 1.41 -5.80 -3.62
C 4.98 0.76 -0.42
C -2.58 1.41 2.12
C 3.83 0.18 6.69
C -0.50 3.98 4.28
C -3.01 3.82 0.04
C -2.15 -0.88 6.75
C -3.90 -0.34 -1.70
C -1.58 3.93 0.48
C -1.21 1.13 5.85
C -2.73 -5.09 -1.95
C -2.69 6.12 1.19
C -2.32 -4.12 -1.05
H 5.18 -3.39 3.96
H 1.59 -5.91 -4.68
H 6.90 0.13 -3.69
H 7.47 2.07 -2.27
H -4.72 2.56 -0.35
H 1.98 0.56 -1.69
H -2.80 -2.89 0.62
H 1.59 6.30 5.58
H 3.67 -3.33 -3.49
H 5.53 -1.83 -4.14
H 3.30 2.99 -4.93
H -4.36 -6.32 -2.59
H 0.06 -4.14 -3.85
H -0.79 5.98 5.01
H -6.95 -1.54 -2.57
H -2.94 7.81 -0.04
H -3.07 -2.79 -3.91
H -3.82 4.10 -1.97
H -4.44 0.87 1.19
H 1.04 -1.29 -3.83
H -5.18 -3.69 0.69
H 2.47 2.37 4.14
H -3.51 6.50 -2.07
H 1.80 -0.38 -6.01
H 2.40 -2.93 -1.44
H 2.74 -7.39 -3.07
H 1.04 3.98 -5.17
H 4.37 -0.27 7.52
H -1.97 0.96 7.85
H 1.81 0.00 4.88
H 0.24 0.93 -7.41
H -0.93 2.17 6.00
H 3.74 1.30 -3.18
H 2.37 -7.11 -0.64
H 6.24 2.46 -0.15
H -2.83 0.47 -4.46
H -2.84 4.22 2.25
H 5.51 -1.87 5.91
H 4.39 1.06 6.37
H -2.61 -1.43 7.57
H -5.54 -3.02 -3.96
H 0.11 3.31 1.50
H -5.91 0.17 -1.12
H -2.83 0.73 2.92
H -2.07 1.35 -6.64
H 3.22 4.50 5.15
H -1.55 3.83 4.03
H -2.61 6.70 2.10
H -0.76 3.30 -3.60
H 2.86 0.51 7.05
H -0.99 4.57 -0.17
H -3.42 0.38 -1.06
H -5.93 -5.41 -0.91
H 0.84 -5.33 0.18
H -2.04 -5.49 -2.69
H -2.17 -2.56 5.40

No. 2
5
Properties=species:S:1:pos:R:3 method="wB97M-V/def2-TZVPD" lumo_ev=-1.415 homo_lumo_gap_ev=8.9 relative_energy_kj_mol=0.0 largest_force_ev_per_a=2.45
S -0.43 -0.82 -0.52
S 1.50 -0.80 0.63
N -2.00 1.36 0.29
C -1.30 0.51 -0.06
H 2.22 -0.24 -0.35